{"formula": "C6H9NS", "method": "wB97M-V/def2-TZVPD", "species": ["C", "C", "C", "C", "C", "C", "H", "H", "H", "H", "H", "H", "H", "H", "H", "N", "S"], "xyz": [[0.910366, -0.277237, 0.364433], [-0.174162, -1.197066, -0.062113], [-1.572876, -0.669574, 0.465293], [-1.121884, 0.489075, -0.471891], [0.199938, 0.997391, -0.030836], [0.783291, 2.192376, -0.078365], [3.044816, -1.262785, 0.711314], [1.087440, -0.369674, 1.498417], [0.122259, -2.263885, 0.051890], [-1.734586, -0.793744, 1.717604], [-2.398651, -1.337983, 0.134722], [-1.743736, 1.132375, -0.993012], [-1.363442, -1.104468, -1.514096], [0.220987, 3.177208, -0.351680], [1.817027, 2.346732, 0.307345], [-0.562219, -0.496127, -1.343183], [2.485439, -0.562606, -0.405841]], "atomic_forces_ev_per_a": [[-0.1, 0.3, 3.1], [-0.7, -1.5, 0.5], [0.9, -1.5, 4.4], [-0.1, 0.1, 1.0], [1.4, 1.8, 1.3], [-0.9, 1.9, 0.3], [-0.7, 0.9, -1.6], [-0.4, 0.4, -1.6], [-0.5, 0.6, -0.8], [0.6, 1.4, -3.1], [0.6, 0.8, -0.5], [-1.5, 1.5, -0.4], [0.0, 0.2, -1.5], [1.0, -2.1, 0.4], [-0.8, -0.3, -0.6], [0.0, -3.5, -2.0], [1.4, -1.0, 1.1]], "nbo_charge": [-0.41, -0.09, -0.42, -0.12, 0.00, -0.38, 0.13, 0.24, 0.22, 0.20, 0.22, 0.22, 0.34, 0.21, 0.22, -0.56, 0.01], "e_tot_ha": -686.82759, "e_above_lowest_ev": 3.680, "multiplicity": 1, "orbital_gap_ev": 9.69}